C12F4N4S3SbTl | ωB97M-V/def2-TZVPD

Summary:
Strongest force on any atom in eV Å⁻¹: 3.4
HOMO-LUMO gap (spin up / spin down) in eV: 4.710 / 4.565
HOMO (spin up / spin down) in eV: -5.2 / -5.7
Expectation value of S²: 1.74
Net charge: -1
2S+1: 2

Last column: Löwdin spin population.
Element x y z (Å)
Tl 1.1876 -0.6345 4.3361  0.15
S 5.7444 2.4417 4.5879  -0.84
Sb 3.5388 2.2609 3.6204  0.06
S 3.3378 0.1677 2.5428  0.14
S 2.2997 1.5695 5.6483  0.45
F 0.1452 -0.1554 1.5739  0.01
C -0.2875 -0.2047 0.3008  0.01
C 0.4555 0.2532 -0.7547  0.04
F 1.7407 0.6394 -0.4267  0.01
C -0.0395 0.3888 -2.0980  0.04
C -1.3397 -0.2880 -2.3307  0.04
C -2.0275 -0.8559 -1.2587  0.01
F -3.1614 -1.4725 -1.6113  0.00
C -1.5363 -0.9478 0.0621  0.07
C -2.2301 -1.6232 1.1119  0.13
C -1.7411 -1.8955 2.3908  0.03
N -1.3992 -2.0461 3.4984  0.10
C -3.5131 -2.2451 0.9466  0.02
N -4.5100 -2.8415 0.9855  0.06
F -1.8782 -0.2511 -3.5772  0.01
C 0.6786 1.0188 -3.1657  0.19
C 0.1990 1.0528 -4.5085  0.02
N -0.0056 1.0545 -5.6734  0.11
C 1.7120 1.9459 -3.0486  0.02
N 2.6297 2.6680 -3.1520  0.12

C2H4F2O | ωB97M-V/def2-TZVPD

Summary:
Strongest force on any atom in eV Å⁻¹: 5.4
ΔE to the lowest compared entry with this formula, charge and spin in kcal per mole: 40.58
HOMO-LUMO gap in eV: 11.548
Structure (SMILES): OCC(F)F
HOMO in eV: -10.7
Net charge: 0

Last column: Löwdin charge in e.
Element x y z (Å)
O -1.3563 0.5511 0.7343  -0.08
C -0.1729 0.7116 0.0739  -0.28
C 0.6769 -0.5422 0.1535  -0.27
F 1.6448 -0.3946 -0.8882  -0.01
F -0.2148 -1.4713 -0.3237  0.03
H -1.6477 -0.2882 0.0146  0.22
H -0.4293 0.5887 -0.9850  0.12
H 0.2521 1.6725 0.2197  0.12
H 1.2472 -0.8276 1.0010  0.15

C12H17F4O9S | ωB97M-V/def2-TZVPD

Summary:
Strongest force on any atom in eV Å⁻¹: 7.5
HOMO-LUMO gap in eV: 5.863
HOMO in eV: -4.1
Net charge: -1

Last column: Löwdin charge in e.
Element x y z (Å)
C -2.9252 -1.3807 1.4350  -0.14
S -3.0678 -0.2374 -0.0076  0.80
O -4.0064 0.9026 0.3948  -0.37
O -3.7664 -0.9256 -1.1771  -0.34
C -1.4316 0.3732 -0.6872  -0.31
C -1.0222 1.8990 -0.3096  -0.09
C -1.2947 2.3134 1.2126  -0.18
C -0.3061 3.5807 1.5226  -0.16
C 1.2300 3.1481 1.7264  -0.23
O 1.9938 3.3894 0.4963  -0.11
O -1.7957 0.5475 -2.1031  -0.03
C -0.6062 0.5860 -2.9106  -0.33
O -0.4296 1.0601 -4.0420  0.16
O 0.3429 -0.1218 -2.0746  0.01
C -0.1889 -0.6683 -0.8103  -0.17
C 1.1095 -0.4068 0.1419  -0.02
C 0.8836 -0.7910 1.6738  -0.15
F 0.8677 -2.2149 1.9351  -0.08
C -0.4751 -2.1845 -1.2415  -0.31
F 0.7793 -2.6960 -1.7245  0.09
F -1.3845 -2.3385 -2.3145  0.11
F -0.8631 -3.0509 -0.1919  0.08
H -3.7995 -1.2080 2.1720  0.10
H -1.9184 -1.3551 1.9739  0.06
H -3.0935 -2.4505 1.0236  0.09
H 0.0391 2.1215 -0.6829  0.13
H -1.7202 2.5602 -0.9563  0.16
H -2.3594 2.7177 1.4090  0.12
H -1.1103 1.4976 1.9894  0.10
H -0.3574 4.2285 0.5649  0.13
H -0.7346 4.1566 2.4114  0.11
H 1.6801 3.7886 2.5790  0.12
H 1.3041 2.0398 2.0399  0.10
H 2.5362 2.6040 0.2706  0.08
H 1.4536 0.6743 0.0157  0.11
H 1.9566 -1.0807 -0.2545  0.16
H 1.7979 -0.3816 2.2560  0.13
H -0.0397 -0.3391 2.1682  0.09
C 4.4653 -4.3103 -2.0420  -0.88
O 3.5728 -5.0039 -2.6029  -0.10
O 3.9493 -3.1517 -1.5394  -0.01
O 5.6841 -4.5133 -1.8856  -0.07
H 3.0506 -3.3781 -1.8541  0.05

C5H36O15 | ωB97M-V/def2-TZVPD

Summary:
Strongest force on any atom in eV Å⁻¹: 5.7
ΔE to the lowest compared entry with this formula, charge and spin in kcal per mole: 3.32
HOMO-LUMO gap in eV: 8.380
HOMO in eV: -8.7
Net charge: 0

Last column: Löwdin charge in e.
Element x y z (Å)
C -2.0027 -2.8094 1.3953  -0.11
C -1.6143 -1.4144 1.6394  -0.19
C -0.7025 -0.7566 0.8926  -0.15
C -0.3327 0.6338 1.1411  -0.11
C 0.3465 1.3176 0.2059  -0.16
O 0.6731 2.6081 0.5120  -0.03
H -1.7640 -3.4505 2.2419  0.08
H -3.1017 -2.8729 1.2574  0.09
H -1.4748 -3.2540 0.5114  0.08
H -2.1644 -0.8966 2.5018  0.14
H -0.2437 -1.2994 0.0190  0.12
H -0.6256 1.0349 2.1086  0.13
H 0.6897 0.9759 -0.7678  0.11
H 0.9473 3.0740 -0.2861  0.06
H 0.2285 -0.8801 3.2432  0.03
H 1.6419 -0.1484 3.2356  0.02
O 1.1596 -0.9829 3.4956  -0.07
H 2.9663 0.7659 1.9288  0.03
H 1.8930 1.8784 2.1697  0.03
O 2.4088 1.2041 2.6264  -0.07
H -2.9253 0.9521 -1.2279  -0.03
H -2.5603 -0.4191 -0.6975  0.02
O -2.9801 0.0440 -1.4188  -0.01
H 0.0116 -2.8634 -1.7542  -0.01
H -1.3756 -3.4003 -2.0123  0.03
O -0.7261 -2.8506 -2.3705  -0.01
H 0.0571 0.4957 -3.3093  0.05
H 1.4547 0.4832 -2.6857  -0.04
O 0.9137 1.0590 -3.1954  -0.09
H -2.0677 3.3847 -0.3942  0.06
H -1.3145 2.4492 -1.4895  0.08
O -2.1919 2.5726 -1.0149  -0.12
H 2.7002 -3.1430 2.2271  0.06
H 1.7341 -2.0000 2.3265  -0.01
O 2.2491 -2.5166 1.7159  -0.02
H 1.9621 -3.7365 -1.0772  0.12
H 1.6384 -2.8135 0.1100  -0.01
O 1.4494 -2.9419 -0.8022  -0.05
H 0.7150 4.1210 -2.5416  0.04
H 0.9546 2.5816 -2.5473  0.01
O 0.9776 3.4097 -1.9988  -0.04
H 2.0209 -1.4640 -1.4781  0.01
H 3.1485 -0.7409 -2.3018  0.15
O 2.3889 -0.5865 -1.6429  -0.07
H 3.1843 -1.1274 1.0816  -0.06
H 3.1073 -0.2593 -0.1601  0.05
O 3.5513 -0.3551 0.7604  -0.06
H -0.6284 3.7150 0.9411  0.02
H -2.0122 3.7101 1.5262  0.00
O -1.4653 4.1921 0.9514  -0.02
H -1.9753 -0.1839 -2.8551  -0.03
H -1.0747 -1.4380 -3.1783  0.05
O -1.2856 -0.4596 -3.4322  -0.09
H -2.6525 1.3034 1.8195  -0.07
H -2.8944 2.0469 0.5301  0.04
O -3.0171 2.0518 1.5247  -0.01

C3H10NO2P | ωB97M-V/def2-TZVPD

Summary:
Strongest force on any atom in eV Å⁻¹: 4.5
ΔE to the lowest compared entry with this formula, charge and spin in kcal per mole: 122.55
HOMO-LUMO gap in eV: 8.997
HOMO in eV: -8.4
Net charge: 0

Last column: Löwdin charge in e.
Element x y z (Å)
C -2.0981 1.0593 0.5793  -0.14
C -1.4407 -0.7741 -0.5689  -0.12
C 2.5593 -1.1161 0.4380  -0.15
N -0.9442 0.2922 0.3091  -0.45
O 1.6633 1.6232 -1.1267  -0.43
O 1.1578 -0.9341 0.4783  -0.44
P 0.5605 0.5459 0.7428  1.05
H -1.8807 2.0203 1.0179  0.08
H -2.5434 1.2215 -0.3862  0.08
H -2.7319 0.3938 1.2246  0.11
H -0.6721 -1.2323 -1.2737  0.11
H -1.9574 -1.6691 -0.2236  0.09
H -2.0770 -0.4526 -1.3647  0.07
H 2.7646 -0.4511 -0.4749  0.09
H 2.6988 -2.2325 0.2465  0.11
H 2.9811 -0.7795 1.3682  0.06
H 1.9601 2.4853 -0.9861  -0.13

C19H37N3O8P2S | ωB97M-V/def2-TZVPD

Summary:
Strongest force on any atom in eV Å⁻¹: 6.6
HOMO-LUMO gap in eV: 8.274
HOMO in eV: -9.0
Net charge: 0

Last column: Löwdin charge in e.
Element x y z (Å)
C 1.7617 0.3619 1.0808  -0.10
C 2.1974 1.6901 0.4034  -0.25
C 2.2553 1.5482 -1.1235  -0.21
C 0.8093 1.4276 -1.6733  -0.17
C 0.2301 2.8373 -2.0771  -0.12
C -1.0755 3.1262 -1.3671  -0.16
C -2.1468 2.3666 -1.7206  0.02
C -3.4250 2.4962 -1.1098  -0.36
N -4.5433 1.8190 -1.3529  -0.23
S -5.6177 2.4253 -0.2907  1.00
N -4.7363 3.5263 0.4682  -0.24
C -3.5205 3.4901 -0.0844  -0.35
C -2.4192 4.3120 0.2643  0.02
C -1.2110 4.1578 -0.3489  -0.15
C -0.0644 5.0567 0.0889  -0.13
C 0.6280 5.8574 -1.0445  -0.24
N 2.0837 5.5579 -1.0916  -0.02
H 1.9773 -0.5099 0.4644  0.08
H 2.2415 0.3155 2.0591  0.06
H 0.6833 0.4096 1.2533  0.07
H 3.1893 1.9674 0.7733  0.09
H 1.4716 2.4621 0.6758  0.09
H 2.7358 2.4067 -1.6032  0.10
H 2.7932 0.6467 -1.4317  0.11
H 0.1308 1.0355 -0.9127  0.10
H 0.7630 0.7542 -2.5304  0.11
H 0.0416 2.7769 -3.1528  0.12
H 0.9939 3.5938 -1.9344  0.07
H -2.0242 1.6238 -2.5052  0.13
H -2.5439 5.0568 1.0419  0.12
H 0.6348 4.4647 0.6841  0.10
H -0.5075 5.7876 0.7727  0.10
H 0.2250 5.6068 -2.0270  0.10
H 0.5747 6.9316 -0.8715  0.11
H 2.6033 6.2137 -0.5267  0.06
H 2.2628 4.6210 -0.7582  0.03
C 3.8468 -5.2934 3.1171  -0.10
O 4.8148 -4.3181 3.5486  -0.23
P 5.0407 -3.0066 2.5636  0.55
O 5.7451 -3.6173 1.3984  -0.25
O 6.0585 -2.3347 3.6278  -0.28
C 7.2410 -3.0400 3.9960  -0.10
O 4.5545 -1.5652 1.9691  -0.27
C 5.5413 -0.5630 1.7435  -0.10
H 3.6591 -5.9664 3.9504  0.09
H 2.9093 -4.8172 2.8347  0.08
H 4.2409 -5.8631 2.2761  0.09
H 7.5616 -3.7264 3.2122  0.09
H 7.0699 -3.5903 4.9211  0.08
H 8.0269 -2.3050 4.1659  0.09
H 6.4240 -0.9854 1.2642  0.09
H 5.8156 -0.0770 2.6781  0.09
H 5.0905 0.1795 1.0860  0.08
C -5.6912 -0.7010 -2.5484  -0.11
O -6.1596 -1.9108 -1.9099  -0.23
P -5.0245 -3.0674 -1.5959  0.55
O -4.7005 -3.5609 -2.9666  -0.25
O -6.1176 -3.9790 -0.8222  -0.28
C -7.2714 -4.4238 -1.5291  -0.10
O -3.7760 -3.6417 -0.7095  -0.26
C -3.7393 -5.0403 -0.4417  -0.11
H -6.4861 0.0387 -2.4966  0.08
H -4.8209 -0.3110 -2.0415  0.04
H -5.4567 -0.9009 -3.5946  0.09
H -7.0867 -4.4899 -2.6015  0.09
H -8.1045 -3.7470 -1.3396  0.08
H -7.5311 -5.4130 -1.1533  0.09
H -3.9790 -5.6148 -1.3362  0.09
H -4.4233 -5.2953 0.3655  0.08
H -2.7244 -5.2731 -0.1235  0.09

C7H5N4S | ωB97M-V/def2-TZVPD

Summary:
Strongest force on any atom in eV Å⁻¹: 3.8
ΔE to the lowest compared entry with this formula, charge and spin in kcal per mole: 22.87
HOMO-LUMO gap in eV: 5.792
HOMO in eV: -2.5
Net charge: -1

Last column: Löwdin charge in e.
Element x y z (Å)
C 1.1436 -0.4347 0.0027  -0.14
C 0.2500 -0.6321 -1.0737  -0.11
C 0.6230 0.1864 1.1923  -0.20
C -1.2154 -0.5018 -0.8716  -0.36
C -0.6980 0.5795 1.2763  -0.11
C -1.5367 0.4148 0.1852  -0.29
C -3.9954 0.9229 -0.0115  -0.87
N -3.1537 -2.5376 1.1212  0.14
N -2.4881 -2.1019 0.3188  -0.29
N -1.8382 -1.8174 -0.6022  0.10
N -2.8756 0.7935 0.2948  0.10
S -5.5066 0.9640 -0.3153  0.57
H 2.2324 -0.5666 0.2092  0.09
H 0.4602 -1.2117 -2.0519  0.09
H 1.2032 0.3568 2.1330  0.07
H -1.7546 -0.1981 -1.7882  0.13
H -0.9770 1.1377 2.1418  0.09

C2H5ClN2O2 | ωB97M-V/def2-TZVPD

Summary:
Strongest force on any atom in eV Å⁻¹: 4.3
ΔE to the lowest compared entry with this formula, charge and spin in kcal per mole: 88.49
HOMO-LUMO gap (spin up / spin down) in eV: 7.309 / 7.907
HOMO (spin up / spin down) in eV: -8.4 / -8.7
Net charge: 0

Last column: Löwdin charge in e.
Element x y z (Å)
C -1.0339 0.6111 -0.6634  -0.15
C -1.3873 -0.3516 0.4323  -0.64
N 2.0143 0.6927 0.2008  -0.08
N 1.4032 -0.4393 0.4142  -0.23
O 3.0710 0.5406 -0.4307  -0.09
O 0.5646 -0.6659 1.3150  -0.12
Cl -1.7857 -1.9202 0.1543  0.75
H -0.0593 0.3732 -1.2003  0.09
H -0.8794 1.6272 -0.2816  0.08
H -1.9478 0.8242 -1.3476  0.12
H -1.7536 -0.0367 1.4574  0.10
H 1.7939 -1.2554 -0.0504  0.16

H3NOS2 | ωB97M-V/def2-TZVPD

Summary:
Strongest force on any atom in eV Å⁻¹: 1.0
ΔE to the lowest compared entry with this formula, charge and spin in kcal per mole: 102.05
HOMO-LUMO gap (spin up / spin down) in eV: 7.472 / 7.530
HOMO (spin up / spin down) in eV: -9.1 / -9.1
Net charge: 0

Last column: Löwdin charge in e.
Element x y z (Å)
N -0.0747 0.5163 0.6607  -0.48
O 0.9356 1.3015 0.7567  -0.72
S 0.3299 -1.0580 0.4468  0.73
S 2.4952 0.6861 0.8621  0.52
H -1.3337 0.1767 -1.0948  0.01
H -0.9551 -1.3658 0.0818  -0.11
H -1.3971 -0.2568 -1.7133  0.05

C7H12O | ωB97M-V/def2-TZVPD

Summary:
Strongest force on any atom in eV Å⁻¹: 1.0
ΔE to the lowest compared entry with this formula, charge and spin in kcal per mole: 8.55
HOMO-LUMO gap (spin up / spin down) in eV: 9.006 / 6.913
HOMO (spin up / spin down) in eV: -14.4 / -14.5
Expectation value of S²: 0.78
Net charge: +1
2S+1: 2

Last column: Löwdin spin population.
Element x y z (Å)
C 0.5684 -1.3462 -0.8279  0.03
C 0.4641 -1.9773 0.3242  0.02
C -0.4027 0.9997 -0.8805  0.15
C 0.6818 0.1240 -0.9301  0.23
C 2.0557 0.6609 -0.8614  0.05
C -2.3581 -0.5552 -0.7520  0.36
C -1.7542 0.6785 -0.6945  0.09
H 0.6166 -1.8960 -1.7685  0.01
H 0.3089 -1.4855 1.2783  0.00
H 0.4707 -3.0523 0.4208  0.00
H -0.1907 2.0609 -0.8348  0.00
H 2.1405 1.2242 0.0781  0.02
H 2.8172 -0.1066 -0.8693  0.00
H 2.3461 1.4032 -1.6158  0.01
H -1.9134 -1.4209 -1.2114  0.01
H -3.3629 -0.6241 -0.3572  0.02
H -2.3884 1.5300 -0.4524  0.00
H 0.3074 0.7944 3.8411  0.00
H -0.3949 1.3613 2.6350  0.00
O -0.0125 1.6269 3.4782  0.00

C9H16N2OS | ωB97M-V/def2-TZVPD

Summary:
Strongest force on any atom in eV Å⁻¹: 6.0
ΔE to the lowest compared entry with this formula, charge and spin in kcal per mole: 96.87
HOMO-LUMO gap (spin up / spin down) in eV: 8.098 / 8.102
HOMO (spin up / spin down) in eV: -7.8 / -7.8
Net charge: 0

Last column: Löwdin charge in e.
Element x y z (Å)
C -4.0230 -1.0765 1.0018  -0.22
C -3.4401 0.1612 1.0191  -0.11
C -3.1012 -0.9260 -0.8918  -0.13
C 2.4097 -0.5786 1.3456  -0.01
C 1.8614 1.2144 -0.3580  -0.05
C 1.4823 -1.1567 -0.9522  -0.08
C -0.0384 -0.2615 0.6086  -0.07
C -1.6816 1.0105 -0.5895  -0.54
C 1.4331 -0.1610 0.1360  -0.57
N -3.7369 -1.7429 -0.0779  0.03
N -2.8059 0.2720 -0.1856  -0.19
O -0.8003 -1.4051 0.4706  0.01
S -1.8047 2.7891 -0.2789  0.70
H -4.5177 -1.7504 1.7845  0.13
H -3.4609 1.0769 1.7249  0.14
H -2.6366 -1.2515 -1.8180  0.13
H 1.8780 -1.3821 1.7807  0.06
H 3.4394 -0.9876 1.1256  0.11
H 2.4839 0.2510 1.9918  0.06
H 1.2265 1.6411 -1.1311  0.08
H 2.8666 1.0561 -0.6863  0.08
H 1.9669 1.8560 0.5332  0.09
H 2.5601 -1.2547 -1.1993  0.10
H 1.0758 -2.1318 -0.7409  0.08
H 0.9970 -0.8435 -1.8788  0.10
H -0.4215 0.4262 1.4765  0.15
H -1.4593 0.7793 -1.6650  0.08
H -1.5129 -1.3257 1.0130  0.02
H -0.8664 2.8112 0.6767  -0.17

CH7N2O | ωB97M-V/def2-TZVPD

Summary:
Strongest force on any atom in eV Å⁻¹: 0.6
ΔE to the lowest compared entry with this formula, charge and spin in kcal per mole: 10.31
HOMO-LUMO gap in eV: 6.245
HOMO in eV: -2.4
Net charge: -1

Last column: Löwdin charge in e.
Element x y z (Å)
N -1.0776 0.4494 3.0863  -0.01
H -1.1169 0.1499 2.1124  0.00
H -1.2112 -0.4176 3.5950  -0.01
H -0.1106 0.7319 3.2260  0.00
N 0.3601 -0.2809 -0.7525  -0.08
C 0.7943 -0.2248 -2.2110  -0.68
O -0.1352 0.2289 -3.0251  -0.36
H -0.6361 -0.4919 -0.8643  0.02
H 0.2703 0.7192 -0.5689  0.01
H 1.1310 -1.2623 -2.4609  0.05
H 1.7320 0.3982 -2.1370  0.06

no.,E (Eh)
1,-2683.05267
2,-353.51703
3,-1942.17303
4,-1340.71717
5,-666.80101
6,-2593.24612
7,-886.87127
8,-799.16312
9,-927.97431
10,-348.77850
11,-935.32018
12,-227.03328